# C4H4BrF

A single C4H4BrF molecule (ωB97M-V with the def2-TZVPD basis set, the Open Molecules 2025 dataset).

CARTESIAN COORDINATES (ANGSTROEM)
C1 1.243 -0.569 -0.124
H1 -0.680 -1.196 0.916
H2 0.267 1.357 -0.739
C2 0.160 0.233 -0.702
F1 2.977 -2.003 0.609
C3 2.377 -1.195 -0.285
H3 0.006 0.250 1.409
H4 -0.206 0.054 -1.644
C4 -0.022 -0.386 0.637
Br1 3.696 -0.600 -1.683

## Properties
Spin multiplicity ... 1
Orbital gap ... 10.16 eV
Structure (SMILES) ... FC(Br)=C1CC1
Total energy ... -76969.9291 eV
Relative energy (zero: lowest compared OMol25 entry of this formula, charge and spin) ... 20.6 kJ/mol



# C26H43F5P2Ti

C26H43F5P2Ti as an isolated structure (ωB97M-V with the def2-TZVPD basis set, the Open Molecules 2025 dataset).

CARTESIAN COORDINATES (ANGSTROEM)
H1 3.547 -1.569 3.503
H2 -1.909 -4.030 3.128
H3 -1.099 -4.187 1.552
H4 4.670 2.006 -1.249
H5 0.990 0.892 -5.100
F1 -0.352 1.496 0.990
C1 0.980 0.989 -2.935
H6 0.048 0.710 5.231
C2 -1.510 -3.466 2.270
H7 -3.299 -0.057 -3.258
F2 -3.893 1.442 1.147
C3 -4.180 -0.697 -0.916
H8 0.626 -3.492 0.366
C4 0.458 -0.264 -2.477
C5 0.624 1.556 -4.291
H9 -1.527 -0.730 -5.025
C6 0.722 3.030 -1.176
H10 1.152 2.510 -4.438
H11 0.136 -2.258 -3.197
H12 4.166 2.288 2.402
H13 -1.091 -2.356 -0.323
C7 -1.879 -2.298 -1.085
C8 2.193 3.121 -0.771
H14 0.131 3.579 -0.421
C9 -0.022 -1.232 -3.546
C10 0.601 -0.910 3.958
H15 4.250 3.659 1.228
H16 1.989 -2.354 0.368
H17 -1.042 2.886 -4.795
H18 0.609 -1.123 -4.440
H19 0.895 -0.710 -1.575
H20 2.875 3.110 -1.644
H21 -2.369 -2.964 1.790
Ti1 -0.722 1.261 -1.837
H22 0.588 3.609 -2.120
C11 -1.838 1.491 -3.397
H23 2.354 4.062 -0.206
H24 -4.493 0.031 -0.169
F3 -2.492 -0.194 1.680
C12 -0.909 1.822 -4.539
H25 2.776 3.389 2.218
H26 -2.661 2.202 -3.238
F4 -2.350 1.753 2.646
H27 -4.428 -1.698 -0.542
C13 1.494 -1.363 2.950
C14 3.604 2.899 1.682
H28 2.072 -3.846 1.325
H29 -1.768 -0.541 5.245
C15 1.399 -3.038 0.995
H30 -1.928 -2.310 5.334
H31 1.930 1.322 -2.503
H32 1.767 0.678 4.777
P1 2.863 1.830 0.406
H33 -2.726 -2.919 -0.754
C16 -1.628 1.626 0.381
C17 0.814 -2.316 2.147
H34 -2.739 -1.409 4.042
H35 5.041 0.807 0.048
F5 -1.887 2.993 0.242
H36 1.142 -0.466 5.977
H37 -1.201 1.269 -5.442
C18 -0.487 -2.499 2.700
H38 -2.040 -1.975 -3.906
C19 2.914 -0.976 2.821
H39 -1.497 -2.707 -2.027
C20 -1.488 -1.025 -3.967
C21 4.264 1.211 -0.613
H40 3.283 -1.149 1.804
H41 3.880 0.398 -1.246
C22 -0.626 -1.595 3.796
C23 0.906 0.054 5.036
C24 -2.215 0.036 -3.114
H42 3.069 0.082 3.069
H43 -4.694 -0.499 -1.865
C25 -1.824 -1.457 4.646
C26 -2.596 1.154 1.458
P2 -2.412 -0.571 -1.209

## Properties
Spin multiplicity ... 2
Orbital gap (spin up / spin down) ... 3.29 / 3.23 eV
Total energy ... -82925.6745 eV
Charge ... +1
<S²> ... 0.7600
Relative energy (zero: lowest compared OMol25 entry of this formula, charge and spin) ... 595.7 kJ/mol



# C15H20N2O4

A 2-piece molecular cluster, C15H20N2O4 overall (ωB97M-V with the def2-TZVPD basis set, the Open Molecules 2025 dataset).

CARTESIAN COORDINATES (ANGSTROEM)
O1 1.865 -1.534 1.314
H1 1.348 -3.242 2.543
H2 -0.729 -2.826 1.247
C1 1.352 -2.144 2.672
H3 3.550 1.800 -0.087
O2 1.391 1.464 1.262
H4 -4.808 0.863 -0.196
C2 0.410 -1.137 -2.142
C3 -0.869 -1.955 -1.805
O3 0.534 2.725 -0.619
H5 -3.609 2.566 -0.462
C4 -0.350 -2.574 0.170
C5 -1.237 -2.532 -0.754
H6 0.246 -1.564 3.013
O4 -1.267 -0.071 2.541
C6 -3.811 1.451 -0.366
C7 -2.804 0.561 0.225
H7 0.711 1.489 2.940
H8 -2.993 -0.451 0.765
C8 2.695 0.794 -1.739
H9 2.037 0.713 -2.447
N1 2.560 -0.569 -0.943
H10 -2.324 1.176 -2.286
H11 2.179 -1.964 3.444
C9 0.374 1.488 2.050
H12 -1.068 1.798 0.025
H13 -2.124 -2.953 -0.496
C10 0.890 -1.762 0.259
H14 3.756 0.556 -2.098
H15 3.041 2.868 -1.305
N2 -1.534 1.086 0.433
C11 -3.078 0.552 -1.214
C12 -0.769 0.865 1.601
H16 -3.398 -0.341 -1.837
H17 0.787 -0.494 -2.906
H18 -0.024 2.644 2.065
C13 1.202 -1.070 -0.998
C14 2.831 1.763 -0.833
H19 -1.371 -1.864 -3.027
H20 2.913 -0.382 -0.011
C15 1.499 2.206 -0.001

## Properties
Spin multiplicity ... 1
Orbital gap ... 7.98 eV
Total energy ... -27035.6758 eV
Relative energy (zero: lowest compared OMol25 entry of this formula, charge and spin) ... 1548.1 kJ/mol



# C10H25N3OP

A 3-piece molecular cluster, C10H25N3OP overall (ωB97M-V with the def2-TZVPD basis set, the Open Molecules 2025 dataset).

CARTESIAN COORDINATES (ANGSTROEM)
C1 2.178 0.581 -3.518
H1 -0.485 -1.939 4.174
H2 -0.027 2.805 1.982
H3 1.021 -4.063 -0.580
C2 -1.511 1.244 1.772
N1 0.904 3.222 -1.666
C3 0.656 -2.797 1.514
H4 -1.051 4.426 0.395
H5 -0.822 0.441 2.040
P1 0.379 -2.759 -0.389
H6 1.079 0.339 -5.366
H7 -0.160 2.139 0.370
C4 -1.643 3.612 0.812
C5 0.883 0.588 -4.322
H8 1.697 -2.107 -0.536
C6 1.362 2.192 -1.833
H9 -0.915 -3.435 -0.211
N2 -2.881 1.875 3.895
H10 -2.357 3.293 0.051
C7 1.952 0.873 -2.032
H11 2.652 -0.397 -3.603
H12 -0.311 -0.834 0.650
C8 -0.739 2.460 1.229
H13 -0.662 -3.702 2.891
H14 1.219 -3.689 1.725
H15 -1.472 -2.794 1.647
N3 -0.690 -1.629 3.240
H16 0.145 -2.655 -1.823
H17 0.179 -0.144 -3.925
C9 -2.286 1.590 2.963
H18 2.873 1.314 -3.937
H19 -2.203 4.007 1.663
H20 1.269 -1.976 1.844
H21 1.282 0.128 -1.594
O1 -0.428 -1.183 -0.237
C10 -0.628 -2.792 2.315
H22 -1.615 -1.223 3.269
H23 2.892 0.837 -1.483
H24 0.407 1.570 -4.300
H25 -2.193 0.859 1.012

## Properties
Spin multiplicity ... 1
Orbital gap ... 6.99 eV
Total energy ... -26580.6349 eV
Charge ... -1